No. 1
A molecular structure, C25H20ClF5PSn, computed with wB97M-V/def2-TZVPD.

Each line ends with the Löwdin charge.
Positions of all 53 atoms, in Å:
C1 -0.975 -1.905 4.168  -0.10
C2 -0.887 -2.372 2.824  -0.09
C3 0.492 -2.350 2.443  -0.18
H1 -1.719 -2.746 2.223  0.12
C4 1.245 -1.876 3.565  -0.14
C5 0.334 -1.612 4.623  -0.12
H2 0.610 -1.346 5.638  0.12
H3 -1.882 -1.875 4.768  0.12
H4 0.907 -2.704 1.501  0.11
H5 2.328 -1.806 3.625  0.11
Sn1 -0.005 0.484 2.302  1.09
Cl1 2.398 0.538 1.966  0.06
P1 0.188 0.154 -0.767  1.01
C6 1.288 -0.944 -1.739  -0.37
C7 0.869 -1.657 -2.878  -0.07
H6 -0.177 -1.639 -3.187  0.11
C8 1.798 -2.390 -3.625  -0.06
H7 1.465 -2.919 -4.517  0.11
C9 3.140 -2.439 -3.234  -0.06
H8 3.860 -3.002 -3.827  0.11
C10 3.550 -1.764 -2.078  -0.07
H9 4.595 -1.799 -1.770  0.11
C11 2.631 -1.041 -1.320  -0.11
H10 2.933 -0.540 -0.398  0.04
C12 -1.449 -0.285 -1.462  -0.39
C13 -2.068 -1.441 -0.938  -0.11
H11 -1.562 -2.015 -0.156  0.09
C14 -3.306 -1.848 -1.430  -0.07
H12 -3.780 -2.740 -1.021  0.11
C15 -3.935 -1.124 -2.451  -0.06
H13 -4.898 -1.452 -2.840  0.11
C16 -3.323 0.021 -2.969  -0.06
H14 -3.801 0.587 -3.768  0.11
C17 -2.092 0.457 -2.465  -0.07
H15 -1.634 1.368 -2.856  0.11
C18 0.514 1.794 -1.522  -0.37
C19 1.234 1.964 -2.717  -0.06
H16 1.682 1.103 -3.218  0.11
C20 1.375 3.242 -3.270  -0.06
H17 1.911 3.360 -4.211  0.11
C21 0.834 4.357 -2.621  -0.06
H18 0.943 5.349 -3.058  0.11
C22 0.156 4.194 -1.408  -0.07
H19 -0.261 5.061 -0.895  0.11
C23 0.004 2.926 -0.849  -0.11
H20 -0.512 2.798 0.108  0.08
F1 0.151 2.973 4.059  0.05
C24 0.006 1.656 4.434  -0.45
F2 1.110 1.322 5.178  0.06
C25 -1.268 1.515 5.304  -0.54
F3 -1.392 2.550 6.162  0.17
F4 -2.391 1.481 4.522  0.11
F5 -1.235 0.378 6.051  0.13

- LUMO energy (spin up / spin down) (eV) = -6.053 / -6.318
- orbital gap (spin up / spin down) (eV) = 5.426 / 5.248
- spin multiplicity = 1
- molar mass (g/mol) = 600.6
- net charge = +1

No. 2
A single C3H5NOS molecule, computed with wB97M-V/def2-TZVPD.

Each line ends with the Löwdin charge.
Positions of all 11 atoms, in Å:
C1 -0.923 0.694 0.074  -0.87
C2 -0.522 -0.740 -0.200  -0.15
C3 0.924 -0.680 0.304  -0.21
H1 -0.454 -0.849 -1.251  0.11
H2 -1.063 -1.618 0.207  0.13
H3 1.610 -1.445 -0.100  0.13
H4 0.911 -0.786 1.452  0.15
H5 0.303 2.144 -0.601  0.17
N1 0.241 1.353 0.059  -0.01
O1 1.400 0.584 -0.136  -0.09
S1 -2.427 1.344 0.192  0.64

- structure (SMILES) = S=C1CCON1
- LUMO energy (eV) = 0.338
- orbital gap (eV) = 8.949
- spin multiplicity = 1
- molar mass (g/mol) = 103.1
- net charge = 0

No. 3
3 unconnected molecules or ions with the total composition C29H37F22NO9S, computed with wB97M-V/def2-TZVPD.

Each line ends with the Löwdin charge.
Positions of all 99 atoms, in Å:
C1 -1.109 4.055 -1.285  0.03
C2 -1.388 3.387 0.037  -0.46
O1 -2.319 3.700 0.727  0.16
O2 -0.416 2.454 0.419  0.05
C3 -0.849 1.149 0.622  -0.40
O3 -1.834 0.893 1.287  0.14
C4 0.100 0.122 0.049  -0.03
C5 -0.436 -0.686 -1.162  -0.34
C6 -1.530 -1.605 -0.591  -0.11
C7 -2.407 -2.401 -1.560  -0.39
C8 -2.971 -3.628 -0.776  -0.01
O4 -3.513 -1.637 -2.007  -0.03
C9 0.808 -1.503 -1.701  -0.24
N1 0.560 -2.955 -1.649  0.09
C10 1.363 -1.077 -3.076  -0.10
C11 0.943 -1.961 -4.257  -0.40
F1 -0.291 -2.464 -4.203  0.15
F2 1.784 -3.040 -4.259  0.11
C12 1.109 -1.338 -5.662  -0.53
F3 2.376 -0.898 -5.819  0.16
F4 0.258 -0.338 -5.881  0.19
F5 0.900 -2.293 -6.581  0.18
C13 1.413 0.439 -3.283  -0.24
C14 2.604 0.965 -2.460  -0.10
C15 2.678 2.484 -2.452  -0.04
C16 3.792 3.023 -1.566  -0.44
F6 4.873 2.219 -1.687  0.13
F7 4.166 4.238 -2.019  0.14
C17 3.376 3.095 -0.078  -0.35
F8 3.375 1.821 0.380  0.15
F9 2.117 3.542 -0.015  0.16
C18 4.300 3.904 0.847  -0.35
F10 5.521 3.339 0.742  0.17
F11 4.412 5.180 0.468  0.18
C19 3.938 3.860 2.361  -0.34
F12 4.064 2.612 2.840  0.17
F13 4.872 4.611 2.982  0.17
C20 2.514 4.378 2.726  -0.34
F14 2.132 5.358 1.889  0.17
F15 1.676 3.329 2.628  0.16
C21 2.420 4.949 4.166  -0.33
F16 3.029 6.142 4.189  0.17
F17 3.044 4.110 5.017  0.17
C22 0.934 5.143 4.643  -0.34
F18 0.852 6.352 5.231  0.16
F19 0.060 5.131 3.634  0.18
C23 0.474 4.125 5.724  -0.53
F20 0.637 2.871 5.297  0.18
F21 -0.842 4.332 5.924  0.17
F22 1.098 4.328 6.884  0.19
O5 0.251 1.201 -2.887  -0.17
S1 -1.048 0.402 -2.427  0.70
O6 -1.936 1.363 -1.846  -0.20
O7 -1.562 -0.308 -3.548  -0.19
H1 -0.740 5.049 -1.051  0.10
H2 -0.421 3.482 -1.883  0.05
H3 -2.063 4.163 -1.777  0.10
H4 0.270 -0.614 0.827  0.15
H5 1.057 0.588 -0.148  0.11
H6 -2.217 -1.023 0.017  0.13
H7 -1.057 -2.282 0.103  0.11
H8 -1.870 -2.815 -2.396  0.11
H9 -4.049 -3.578 -0.773  0.08
H10 -2.664 -4.542 -1.273  0.05
H11 -2.607 -3.682 0.248  0.07
H12 -3.722 -0.962 -1.360  0.09
H13 1.629 -1.326 -1.014  0.14
H14 1.373 -3.429 -2.027  0.09
H15 0.579 -3.213 -0.670  0.09
H16 2.419 -1.316 -3.005  0.16
H17 1.658 0.737 -4.292  0.14
H18 2.660 0.507 -1.482  0.11
H19 3.480 0.617 -2.998  0.14
H20 1.736 2.967 -2.245  0.11
H21 2.963 2.795 -3.453  0.15
C24 0.155 -8.094 -1.728  -0.06
C25 -1.307 -7.675 -1.775  -0.50
C26 -2.175 -8.764 -2.386  -0.06
O8 -1.446 -6.464 -2.517  -0.06
H22 0.533 -8.275 -2.738  0.08
H23 0.765 -7.303 -1.291  0.07
H24 0.289 -9.003 -1.141  0.08
H25 -1.656 -7.453 -0.766  0.14
H26 -1.867 -8.966 -3.415  0.08
H27 -3.218 -8.449 -2.415  0.08
H28 -2.107 -9.692 -1.817  0.08
H29 -1.144 -6.630 -3.415  0.09
C27 -2.937 1.359 4.244  -0.06
C28 -3.858 0.196 4.575  -0.49
C29 -4.983 0.622 5.508  -0.07
O9 -3.111 -0.869 5.169  -0.06
H30 -2.467 1.746 5.154  0.07
H31 -2.142 1.034 3.581  0.05
H32 -3.479 2.172 3.761  0.09
H33 -4.281 -0.206 3.654  0.14
H34 -4.576 0.986 6.455  0.08
H35 -5.632 -0.224 5.736  0.08
H36 -5.586 1.415 5.063  0.08
H37 -2.728 -0.534 5.986  0.08

- structure (SMILES) = CC(=O)OC(=O)C[C@]1(C[C@@H](C)O)[C@@H](N)[C@@H](C(F)(F)C(F)(F)F)[C@H](CCC(F)(F)C(F)(F)C(F)(F)C(F)(F)C(F)(F)C(F)(F)C(F)(F)C(F)(F)F)OS1(=O)=O.CC(C)O.CC(C)O
- LUMO energy (eV) = -0.021
- orbital gap (eV) = 9.715
- spin multiplicity = 1
- molar mass (g/mol) = 993.6
- net charge = 0

No. 4
A single C8H12ClN3O molecule, computed with wB97M-V/def2-TZVPD.

Each line ends with the Löwdin charge.
Positions of all 25 atoms, in Å:
C1 -1.444 0.009 -0.056  -0.48
C2 -1.788 -1.443 -0.013  -0.35
C3 -0.159 0.403 -0.347  -0.29
C4 1.293 -1.696 -0.110  -0.27
C5 -3.163 -2.012 -0.212  -0.06
C6 2.730 -1.594 0.148  -0.01
C7 1.631 2.128 -0.719  -0.04
C8 -0.219 2.627 0.786  -0.09
N1 -0.952 -2.388 0.123  0.05
N2 0.384 -2.380 0.399  0.09
N3 0.382 1.661 -0.166  -0.15
O1 0.803 -0.455 -0.887  -0.03
Cl1 -2.851 1.095 0.041  0.65
H1 -3.512 -1.780 -1.114  0.02
H2 -3.950 -1.703 0.659  0.14
H3 -3.178 -3.036 -0.286  0.04
H4 3.131 -1.410 -0.886  0.12
H5 3.042 -2.493 0.628  0.08
H6 3.011 -0.931 0.930  0.08
H7 2.140 1.407 -1.301  0.08
H8 1.428 3.196 -1.015  0.12
H9 2.296 2.165 0.084  0.06
H10 0.696 3.052 1.310  0.11
H11 -0.918 3.305 0.371  0.06
H12 -0.833 2.271 1.632  0.08

- structure (SMILES) = CC1=NN=C(C)C(Cl)=C(N(C)C)O1
- LUMO energy (eV) = 0.608
- orbital gap (eV) = 8.497
- spin multiplicity = 1
- molar mass (g/mol) = 201.7
- net charge = 0

No. 5
A single C2H8Br2Si3 molecule, computed with wB97M-V/def2-TZVPD.

Each line ends with the Löwdin charge.
Positions of all 15 atoms, in Å:
C1 1.240 0.238 -1.067  -0.55
C2 -1.106 -1.241 0.489  -0.51
Si1 0.681 -1.454 -0.263  0.59
Si2 0.552 1.784 -0.119  0.40
Si3 -1.240 0.449 1.451  0.17
Br1 -3.236 1.374 1.022  0.25
Br2 2.769 3.215 -0.853  -0.13
H1 2.238 0.211 -1.081  -0.07
H2 0.990 0.131 -2.058  -0.01
H3 -1.787 -1.137 -0.279  -0.03
H4 -1.208 -2.129 1.111  0.02
H5 0.453 -2.657 -1.195  -0.02
H6 1.657 -1.619 0.785  -0.05
H7 -0.547 2.561 -0.985  -0.04
H8 -1.456 0.272 3.042  -0.04

- LUMO energy (spin up / spin down) (eV) = -0.203 / -4.432
- orbital gap (spin up / spin down) (eV) = 7.186 / 4.656
- spin multiplicity = 3
- molar mass (g/mol) = 276.2
- net charge = 0

No. 6
A single C6H6O2 molecule, computed with wB97M-V/def2-TZVPD.

Each line ends with the Löwdin charge.
Positions of all 14 atoms, in Å:
C1 -1.696 -0.975 -0.583  -0.22
C2 -0.188 0.573 -0.727  -0.27
C3 2.025 0.825 0.100  0.03
C4 1.132 0.661 1.218  -0.02
C5 0.014 0.115 0.668  -0.27
C6 -0.696 -1.045 0.659  0.07
H1 -1.699 -1.826 -1.272  0.13
H2 -2.622 -0.420 -0.275  0.14
H3 -0.442 1.695 -1.133  0.21
H4 2.936 1.258 0.145  0.08
H5 1.623 0.376 2.077  0.08
H6 -0.532 -1.541 1.634  0.12
O1 -1.104 -0.205 -1.469  -0.05
O2 1.249 0.508 -1.043  -0.04

- structure (SMILES) = C1=CC2=CCO[C@@H]2O1
- LUMO energy (eV) = 0.445
- orbital gap (eV) = 8.765
- spin multiplicity = 1
- molar mass (g/mol) = 110.1
- net charge = 0

No. 7
A molecular structure, C38H39AlFIO6PS, computed with wB97M-V/def2-TZVPD.

Each line ends with the Löwdin charge.
Positions of all 88 atoms, in Å:
C1 4.771 -3.082 -0.577  -0.10
C2 4.438 -1.605 -0.820  -0.26
C3 4.336 -1.244 -2.305  -0.21
C4 3.041 -1.710 -2.997  -0.20
C5 2.034 -0.584 -3.249  -0.22
C6 1.292 -0.086 -2.002  -0.28
C7 0.020 -0.882 -1.646  -0.23
Al1 -0.137 -1.473 0.258  0.14
F1 -1.780 -1.784 0.606  -0.22
C8 1.045 -3.027 0.658  -0.22
C9 0.790 -4.261 -0.234  -0.41
C10 -0.633 -4.765 -0.076  -0.66
I1 -1.130 -6.273 -1.523  0.71
P1 0.482 0.425 1.635  0.17
O1 2.117 0.602 1.792  -0.31
O2 0.158 1.784 0.747  -0.30
S1 -0.333 0.569 3.396  0.16
H1 5.398 -3.473 -1.385  0.07
H2 3.873 -3.703 -0.532  0.05
H3 5.311 -3.230 0.360  0.07
H4 5.179 -0.965 -0.333  0.10
H5 3.474 -1.385 -0.344  0.06
H6 5.200 -1.689 -2.811  0.10
H7 4.435 -0.160 -2.431  0.11
H8 2.565 -2.495 -2.392  0.10
H9 3.284 -2.175 -3.956  0.10
H10 1.283 -0.923 -3.971  0.11
H11 2.574 0.244 -3.727  0.10
H12 2.009 -0.062 -1.166  0.07
H13 1.032 0.968 -2.166  0.10
H14 0.002 -1.816 -2.231  0.05
H15 -0.860 -0.317 -1.978  0.05
H16 1.019 -3.315 1.717  0.07
H17 2.083 -2.702 0.478  0.02
H18 0.954 -3.994 -1.285  0.07
H19 1.484 -5.083 -0.020  0.09
H20 -1.374 -3.986 -0.235  0.01
H21 -0.813 -5.228 0.892  0.05
H22 2.586 0.086 1.125  0.01
H23 -0.038 1.539 -0.165  0.02
C11 -4.914 -0.821 -1.946  -0.04
C12 -3.733 -1.515 -1.705  -0.03
C13 -3.245 -2.394 -2.659  0.01
C14 -3.941 -2.590 -3.847  -0.08
C15 -5.132 -1.901 -4.084  -0.09
C16 -5.612 -1.010 -3.129  -0.01
C17 -5.911 -2.109 -5.334  -0.28
O3 -6.938 -1.502 -5.558  0.09
C18 -5.387 -3.110 -6.316  -0.08
C19 -6.111 -3.356 -7.478  -0.01
C20 -5.644 -4.276 -8.401  -0.07
C21 -4.450 -4.952 -8.171  -0.07
C22 -3.725 -4.710 -7.017  0.00
C23 -4.192 -3.790 -6.085  -0.08
C24 -3.392 -3.550 -4.844  -0.28
O4 -2.341 -4.116 -4.649  0.09
H24 -5.293 -0.132 -1.202  0.11
H25 -3.188 -1.383 -0.778  0.09
H26 -2.327 -2.942 -2.493  0.11
H27 -6.536 -0.483 -3.330  0.12
H28 -7.034 -2.816 -7.635  0.12
H29 -6.209 -4.468 -9.304  0.10
H30 -4.086 -5.670 -8.895  0.10
H31 -2.794 -5.223 -6.813  0.12
C25 1.404 7.944 9.519  -0.07
C26 2.712 7.486 9.647  -0.07
C27 3.255 6.659 8.679  -0.01
C28 2.493 6.282 7.579  -0.08
C29 1.182 6.737 7.453  -0.08
C30 0.642 7.571 8.425  -0.01
C31 0.333 6.342 6.285  -0.28
O5 -0.798 6.770 6.178  0.10
C32 0.929 5.420 5.286  -0.09
C33 0.154 4.998 4.212  0.01
C34 0.684 4.141 3.261  -0.06
C35 1.998 3.701 3.378  -0.04
C36 2.777 4.117 4.445  0.01
C37 2.251 4.975 5.405  -0.09
C38 3.108 5.395 6.542  -0.28
O6 4.266 5.044 6.644  0.10
H32 0.981 8.591 10.277  0.10
H33 3.306 7.775 10.505  0.10
H34 4.270 6.292 8.753  0.12
H35 -0.377 7.912 8.304  0.12
H36 -0.867 5.348 4.141  0.12
H37 0.074 3.793 2.439  0.09
H38 2.397 3.011 2.650  0.09
H39 3.796 3.775 4.559  0.12

- LUMO energy (eV) = 0.840
- orbital gap (eV) = 6.070
- spin multiplicity = 1
- molar mass (g/mol) = 827.6
- net charge = -1

no.,E_tot (Eh),maximum force (eV/A)
1,-2479.51774,2.8
2,-645.41254,3.1
3,-4454.41387,2.5
4,-1011.57521,5.5
5,-6097.40263,5.2
6,-382.51031,9.3
7,-3302.73651,0.2